Record 1
Molecular formula: C25H28Cl5MoO2
Method: DFT, ωB97M-V/def2-TZVPD

```
! wB97M-V def2-TZVPD RIJCOSX def2/J DEFGRID3
* xyz 1 3
O 0.128 -0.151 -5.089
C -0.022 1.169 -5.689
C -0.224 0.630 -7.107
H 0.889 1.769 -5.562
H -0.892 1.692 -5.274
C -0.047 -0.763 -6.414
H 0.574 0.885 -7.802
H -1.221 0.807 -7.505
C 1.222 -1.506 -6.795
H 2.095 -0.842 -6.730
H 1.152 -1.916 -7.811
H 1.368 -2.341 -6.090
C -1.275 -1.659 -6.463
H -2.178 -1.119 -6.143
H -1.121 -2.522 -5.789
H -1.433 -2.041 -7.482
Mo -0.151 -0.616 3.303
C -2.348 -0.796 3.870
C -2.205 0.639 4.009
C -2.095 1.204 2.704
H -2.310 1.180 4.942
C -2.209 0.156 1.744
C -2.350 -1.083 2.446
H -2.604 -2.040 2.006
H -2.560 -1.503 4.658
H -2.029 2.256 2.468
H -2.297 0.280 0.669
C 0.953 -2.343 4.177
C -0.063 -2.875 3.302
C 0.206 -2.389 1.984
H -0.834 -3.577 3.592
C 1.422 -1.626 2.023
C 1.893 -1.621 3.369
H 2.846 -1.230 3.709
H 1.053 -2.563 5.229
H -0.355 -2.603 1.080
H 1.938 -1.231 1.154
O 0.487 0.178 -0.338
C -0.234 -0.650 -1.273
C -0.781 0.257 -2.367
H -1.047 -1.176 -0.737
H 0.459 -1.404 -1.681
C 0.029 1.559 -2.199
H -1.846 0.464 -2.201
H -0.657 -0.200 -3.344
C 0.249 1.567 -0.697
H -0.483 2.441 -2.582
H 0.994 1.451 -2.723
H -0.672 1.916 -0.186
H 1.103 2.162 -0.343
Cl -0.420 -0.360 6.726
C 0.572 0.881 6.056
C 0.773 0.898 4.683
C 1.655 1.788 4.099
Cl 1.875 1.665 2.391
C 2.371 2.716 4.891
Cl 3.463 3.802 4.153
C 2.144 2.735 6.288
Cl 2.934 3.894 7.258
C 1.226 1.822 6.880
Cl 0.888 1.886 8.555
*
```

LUMO level (alpha / beta): -3.9 / -4.4 eV
relative energy (zero: lowest compared OMol25 entry of this formula, charge and spin): 0.0000 eV
energy: -94933.542 eV
Kohn-Sham gap (alpha / beta): 0.282 / 0.266 Ha
HOMO (alpha / beta): -11.59 / -11.59 eV

Results of the natural (NBO) charge analysis, in e, for atoms 1 through 6: atom 1 (O): -0.5733, atom 2 (C): -0.0618, atom 3 (C): -0.4607, atom 4 (H): 0.1807, atom 5 (H): 0.1751, atom 6 (C): 0.2820

Record 2
Molecular formula: C33H25N4O2PRbS2
Method: DFT, ωB97M-V/def2-TZVPD

```
! wB97M-V def2-TZVPD RIJCOSX def2/J DEFGRID3
* xyz -1 1
Rb 1.956 0.356 -0.172
S 2.763 -2.209 -1.672
C 2.447 -3.620 -0.703
C 2.121 -4.812 -1.366
C 1.853 -6.005 -0.707
C 1.496 -7.170 -1.464
N 1.196 -8.092 -2.086
C 1.920 -6.032 0.695
C 2.229 -4.862 1.373
C 2.475 -3.637 0.732
S 2.766 -2.241 1.726
C 1.674 -7.241 1.427
N 1.482 -8.211 2.017
H 2.081 -4.791 -2.448
H 2.275 -4.882 2.454
O -2.690 1.083 0.391
N -2.260 0.963 -0.923
C -2.696 1.912 -1.642
C -2.358 2.016 -3.067
C -3.089 2.956 -3.793
C -2.885 3.142 -5.148
C -1.933 2.370 -5.792
C -1.190 1.441 -5.078
C -1.366 1.243 -3.709
P -0.276 0.083 -2.760
C -1.319 -1.419 -2.648
C -2.607 -1.506 -3.165
C -3.350 -2.668 -3.003
C -2.811 -3.753 -2.325
C -1.523 -3.675 -1.811
C -0.782 -2.512 -1.964
C 0.954 -0.378 -4.044
C 1.999 0.525 -4.245
C 3.008 0.260 -5.157
C 2.988 -0.928 -5.877
C 1.960 -1.836 -5.677
C 0.949 -1.565 -4.765
H -2.203 0.384 0.859
H -3.340 2.676 -1.204
H -3.837 3.543 -3.272
H -3.461 3.878 -5.693
H -1.767 2.488 -6.856
H -0.452 0.855 -5.607
H -3.038 -0.666 -3.698
H -4.351 -2.728 -3.414
H -3.390 -4.659 -2.198
H -1.088 -4.520 -1.291
H 0.238 -2.461 -1.590
H 2.020 1.450 -3.676
H 3.816 0.967 -5.293
H 3.782 -1.151 -6.578
H 1.955 -2.774 -6.216
H 0.168 -2.295 -4.603
O 0.038 2.563 0.865
C -0.356 2.529 2.232
C -0.036 1.211 2.901
C 0.572 1.172 4.141
C 0.814 -0.066 4.732
C 0.464 -1.208 4.049
C -0.125 -1.075 2.795
N -0.389 0.101 2.233
H -0.639 2.080 0.377
H -1.431 2.719 2.312
H 0.167 3.337 2.741
H 0.849 2.093 4.637
H 1.299 -0.126 5.698
H 0.686 -2.194 4.430
H -0.393 -1.954 2.223
*
```

LUMO level: 1.7 eV
relative energy (zero: lowest compared OMol25 entry of this formula, charge and spin): 0.3750 eV
energy: -76298.319 eV
Kohn-Sham gap: 0.189 Ha
HOMO: -3.40 eV

Results of the natural (NBO) charge analysis, in e, for atoms 1 through 6: atom 1 (Rb): 0.9156, atom 2 (S): -0.5483, atom 3 (C): -0.1684, atom 4 (C): -0.2110, atom 5 (C): -0.1423, atom 6 (C): 0.2946

Record 3
Molecular formula: C31H63Br3O6
Method: DFT, ωB97M-V/def2-TZVPD

```
! wB97M-V def2-TZVPD RIJCOSX def2/J DEFGRID3
* xyz 0 1
C -0.045 5.857 3.798
C -0.175 4.342 3.927
C -0.457 3.640 2.588
C 0.804 3.086 1.914
C 1.123 1.649 2.327
C 2.252 1.003 1.508
C 1.944 -0.261 0.710
C 1.675 -1.478 1.632
C 2.630 -1.793 2.796
C 2.362 -1.040 4.117
C 3.604 -0.383 4.713
C 3.092 -0.531 -0.281
Br 4.856 -0.998 0.301
O 2.598 -1.534 -1.170
C 1.321 -1.169 -1.458
O 0.744 -1.560 -2.422
C 0.805 -0.159 -0.417
C 0.857 1.248 -1.100
C 0.665 1.310 -2.614
O 1.910 1.037 -3.256
C -0.656 -0.533 0.062
Br -1.024 -2.450 -0.042
C -1.754 0.329 -0.601
C -1.974 1.624 0.193
Br -3.497 -0.535 -0.768
H -0.054 6.344 4.774
H -0.874 6.264 3.214
H 0.880 6.144 3.293
H 0.758 3.944 4.343
H -0.953 4.097 4.652
H -1.172 2.827 2.751
H -0.949 4.343 1.910
H 0.740 3.164 0.825
H 1.652 3.713 2.216
H 1.426 1.671 3.377
H 0.208 1.046 2.310
H 3.075 0.728 2.171
H 2.676 1.761 0.840
H 1.609 -2.362 1.001
H 0.681 -1.360 2.070
H 3.670 -1.670 2.502
H 2.509 -2.862 2.988
H 1.565 -0.311 3.968
H 1.980 -1.753 4.851
H 4.458 -1.057 4.604
H 3.497 -0.185 5.779
H 3.876 0.547 4.206
H 3.259 0.360 -0.882
H 1.846 1.670 -0.941
H 0.174 1.934 -0.606
H 0.341 2.315 -2.892
H -0.082 0.601 -2.971
H 1.837 0.194 -3.720
H -0.727 -0.343 1.129
H -1.511 0.523 -1.640
H -1.095 1.889 0.783
H -2.806 1.514 0.887
H -2.197 2.459 -0.471
C 1.095 -4.349 8.687
C 2.018 -3.829 7.597
O 2.747 -2.670 7.962
C 3.600 -2.798 9.087
C 4.694 -3.839 8.916
H 0.422 -3.560 9.025
H 0.496 -5.173 8.298
H 1.647 -4.722 9.550
H 1.428 -3.516 6.735
H 2.688 -4.627 7.256
H 3.019 -3.004 9.993
H 4.043 -1.809 9.209
H 4.291 -4.850 8.845
H 5.364 -3.811 9.776
H 5.276 -3.637 8.016
C -3.652 0.402 -4.975
C -4.439 1.282 -4.021
O -5.029 2.422 -4.622
C -5.970 2.157 -5.649
C -7.172 1.345 -5.195
H -2.890 0.989 -5.493
H -3.159 -0.393 -4.412
H -4.281 -0.072 -5.729
H -3.769 1.686 -3.260
H -5.191 0.688 -3.489
H -5.486 1.668 -6.502
H -6.293 3.142 -5.985
H -6.897 0.331 -4.904
H -7.891 1.269 -6.012
H -7.660 1.826 -4.346
C -1.038 -1.143 -10.383
C -1.943 -0.692 -9.249
O -2.342 -1.734 -8.376
C -1.295 -2.411 -7.699
C -0.450 -1.513 -6.813
H -1.506 -1.951 -10.948
H -0.855 -0.307 -11.060
H -0.070 -1.493 -10.023
H -2.877 -0.300 -9.653
H -1.468 0.123 -8.690
H -0.659 -2.951 -8.409
H -1.804 -3.160 -7.091
H 0.120 -0.782 -7.390
H 0.262 -2.113 -6.245
H -1.084 -0.972 -6.109
*
```

LUMO level: 0.6 eV
energy: -255579.892 eV
Kohn-Sham gap: 0.371 Ha
HOMO: -9.53 eV

Results of the Löwdin charge analysis, in e, for atoms 1 through 6: atom 1 (C): -0.1140, atom 2 (C): -0.2613, atom 3 (C): -0.2189, atom 4 (C): -0.2103, atom 5 (C): -0.1734, atom 6 (C): -0.1214

Record 4
Molecular formula: C32H53Cl2N3O24
Method: DFT, ωB97M-V/def2-TZVPD

```
! wB97M-V def2-TZVPD RIJCOSX def2/J DEFGRID3
* xyz 0 1
C -2.786 3.508 -2.363
C -2.087 4.765 -2.919
O -1.017 5.028 -2.025
C -0.934 4.057 -1.155
O -0.151 3.984 -0.227
O -1.926 3.104 -1.380
H -2.891 2.869 -3.240
H -3.784 3.717 -1.978
H -2.747 5.593 -3.178
H -1.507 4.461 -3.791
C 0.195 3.537 5.867
C -0.072 2.364 5.023
O 0.933 2.510 3.937
C 1.698 3.613 4.174
O 2.650 3.936 3.564
O 1.220 4.225 5.230
H 0.491 3.231 6.870
H -0.791 3.998 5.921
H -1.008 2.476 4.476
H -0.053 1.379 5.490
C -2.112 -4.411 3.617
C -2.532 -4.231 2.125
O -2.096 -5.488 1.590
C -1.303 -6.123 2.420
O -0.831 -7.245 2.222
O -1.124 -5.393 3.507
H -2.906 -4.602 4.339
H -1.666 -3.478 3.961
H -2.055 -3.525 1.444
H -3.616 -4.117 2.101
C 1.643 1.798 -5.672
C 0.339 2.550 -5.762
O -0.276 2.311 -4.558
C 0.447 1.660 -3.770
O 0.134 1.351 -2.596
O 1.612 1.241 -4.370
H 2.403 2.558 -5.852
H 1.694 1.060 -6.474
H -0.261 1.974 -6.467
H 0.300 3.623 -5.951
C 3.208 4.252 0.435
C 2.867 3.397 -0.769
O 4.078 3.136 -1.360
C 5.095 3.479 -0.560
O 6.290 3.231 -0.778
O 4.613 4.240 0.442
H 2.847 3.764 1.341
H 2.797 5.261 0.402
H 2.168 3.897 -1.440
H 2.432 2.454 -0.439
C 0.618 0.561 1.115
C -0.535 0.266 0.201
O -1.424 -0.356 1.059
C -0.914 -0.567 2.216
O -1.467 -1.083 3.244
O 0.202 -0.035 2.289
H 0.829 1.629 1.163
H 1.415 -0.063 0.711
H -0.238 -0.335 -0.659
H -0.884 1.285 0.036
C 0.742 -2.630 6.695
C 0.847 -1.708 5.480
O 2.207 -1.723 5.125
C 2.900 -2.446 5.974
O 4.117 -2.678 5.940
O 2.104 -2.841 7.015
H 0.440 -3.662 6.518
H 0.043 -2.142 7.374
H 0.478 -0.726 5.774
H 0.247 -2.079 4.648
C 1.928 -3.133 -3.710
C 2.941 -2.057 -3.565
O 3.930 -1.955 -4.299
N 2.721 -1.220 -2.544
C 3.480 -0.035 -2.223
H 1.335 -3.376 -2.828
H 2.421 -4.087 -3.902
H 1.219 -2.899 -4.504
H 1.918 -1.500 -1.998
H 4.476 -0.327 -1.890
H 2.873 0.552 -1.534
H 3.710 0.676 -3.016
C 2.287 -2.930 1.336
C 1.427 -3.497 0.190
O 0.807 -2.768 -0.588
N 1.383 -4.839 0.054
C 0.519 -5.557 -0.849
H 2.464 -1.874 1.130
H 3.255 -3.399 1.515
H 1.692 -3.074 2.238
H 2.093 -5.322 0.585
H 1.041 -5.917 -1.735
H -0.360 -4.940 -1.038
H 0.161 -6.369 -0.216
C -1.880 -1.650 -3.211
C -3.020 -1.445 -4.197
O -3.656 -2.389 -4.770
N -3.308 -0.153 -4.459
C -4.425 0.339 -5.361
H -2.028 -2.258 -2.319
H -1.468 -0.708 -2.851
H -1.091 -2.185 -3.740
H -2.770 0.622 -4.097
H -5.283 -0.331 -5.424
H -4.069 0.359 -6.391
H -4.748 1.321 -5.016
Cl -5.264 3.922 0.685
C -4.927 2.504 1.631
C -3.470 1.990 1.393
Cl -2.232 3.124 1.943
H -5.599 1.733 1.255
H -5.100 2.613 2.702
H -3.293 1.751 0.345
H -3.441 1.042 1.929
*
```

LUMO level: -0.3 eV
energy: -112697.358 eV
SMILES: O=C1OCCO1.O=C1OCCO1.O=C1OCCO1.O=C1OCCO1.O=C1OCCO1.O=C1OCCO1.O=C1OCCO1.CNC(C)=O.CNC(C)=O.CNC(C)=O.ClCCCl
Kohn-Sham gap: 0.326 Ha
HOMO: -9.16 eV

Results of the Löwdin charge analysis, in e, for atoms 1 through 6: atom 1 (C): -0.1565, atom 2 (C): -0.0824, atom 3 (O): 0.1010, atom 4 (C): -0.5426, atom 5 (O): 0.1012, atom 6 (O): 0.0045

Look up the energy of the fourth one. -112697.358 eV

The highest energy belongs to which entry? C33H25N4O2PRbS2

The highest energy belongs to which entry? C33H25N4O2PRbS2